Below is C41H42N7O2S2TeTi as an isolated structure, with properties calculated with ωB97M-V with the def2-TZVPD basis set.

HOMO level (spin up / spin down) in eV: -1.73 / -1.89
Net charge: -2
Orbital gap (spin up / spin down) in eV: 5.3 / 5.5
Expectation value of S²: 0.75
Spin multiplicity: 2

Atoms and positions in Å:
Ti: -1.92 2.40 1.77
N: -0.79 4.74 -1.73
C: -1.52 4.26 -0.65
S: -2.24 2.69 -0.83
N: -1.62 5.06 0.36
N: -2.32 4.47 1.41
C: -3.13 5.23 2.05
C: -4.05 4.73 3.06
C: -4.74 5.66 3.85
C: -5.71 5.27 4.75
C: -6.02 3.91 4.85
C: -5.36 2.98 4.08
C: -4.35 3.35 3.17
O: -3.76 2.44 2.45
H: -0.39 3.98 -2.26
H: -0.09 5.41 -1.43
H: -3.17 6.28 1.78
H: -4.50 6.71 3.73
H: -6.22 6.00 5.36
H: -6.77 3.58 5.56
H: -5.59 1.92 4.15
N: 1.28 0.50 2.74
C: 1.28 1.06 1.39
N: 2.69 1.11 0.98
S: 0.60 2.79 1.32
H: 0.30 0.37 2.99
H: 1.58 1.24 3.36
H: 3.20 1.50 1.77
H: 2.77 1.81 0.25
C: 5.28 -2.62 -7.32
C: 4.60 -2.13 -6.07
C: 3.72 -1.06 -6.10
C: 3.07 -0.62 -4.95
C: 2.11 0.54 -5.08
C: 3.29 -1.26 -3.73
Te: 2.24 -0.56 -1.98
N: 0.59 0.15 0.48
C: -0.65 -0.06 0.71
O: -1.35 0.44 1.69
C: -1.42 -1.00 -0.18
C: -2.07 -2.09 0.39
C: -2.83 -2.94 -0.40
C: -2.99 -2.67 -1.76
C: -2.36 -1.57 -2.32
C: -1.56 -0.75 -1.54
C: 1.49 -2.47 -1.43
C: 1.76 -2.99 -0.16
C: 2.69 -2.35 0.83
C: 1.12 -4.17 0.23
C: 0.24 -4.84 -0.60
C: -0.47 -6.09 -0.14
C: 0.03 -4.33 -1.87
C: 0.64 -3.16 -2.31
C: 0.33 -2.68 -3.70
C: 4.21 -2.32 -3.68
C: 4.54 -3.03 -2.39
C: 4.83 -2.74 -4.85
H: 5.03 -1.99 -8.17
H: 4.98 -3.64 -7.56
H: 6.37 -2.62 -7.20
H: 3.53 -0.56 -7.04
H: 2.15 0.97 -6.08
H: 2.33 1.34 -4.36
H: 1.08 0.23 -4.88
H: -1.98 -2.26 1.45
H: -3.32 -3.79 0.05
H: -3.60 -3.32 -2.37
H: -2.49 -1.35 -3.37
H: -1.08 0.12 -1.96
H: 3.48 -1.77 0.35
H: 3.15 -3.12 1.46
H: 2.16 -1.65 1.47
H: 1.32 -4.55 1.22
H: -0.32 -6.25 0.92
H: -0.11 -6.97 -0.68
H: -1.54 -6.00 -0.32
H: -0.66 -4.84 -2.54
H: -0.47 -3.29 -4.14
H: 1.20 -2.74 -4.35
H: 0.01 -1.64 -3.69
H: 4.68 -2.31 -1.58
H: 5.45 -3.62 -2.51
H: 3.74 -3.69 -2.08
H: 5.54 -3.57 -4.79
N: -0.20 2.68 9.23
C: -0.44 2.65 8.10
C: -0.75 2.60 6.70
C: -0.55 3.72 5.90
C: -0.85 3.66 4.55
C: -1.37 2.51 3.93
C: -1.56 1.41 4.78
C: -1.26 1.43 6.13
H: -0.15 4.63 6.34
H: -0.65 4.54 3.94
H: -1.96 0.49 4.36
H: -1.41 0.56 6.75


Below is C26H22Cl2F6NO2RbS as an isolated structure, with properties calculated with ωB97M-V with the def2-TZVPD basis set.

HOMO level in eV: -1.90
Net charge: -2
Orbital gap in eV: 5.9
Spin multiplicity: 1

Atoms and positions in Å:
Rb: 0.71 -0.20 0.33
C: 2.44 -0.66 -2.75
C: 3.09 0.65 -2.28
C: 4.61 0.57 -2.45
C: 2.47 1.84 -2.98
C: 2.74 2.09 -4.32
C: 2.15 3.15 -4.99
C: 1.27 3.98 -4.31
C: 0.98 3.76 -2.97
C: -0.03 4.65 -2.26
C: -1.42 4.51 -2.88
C: 0.42 6.12 -2.24
C: 1.58 2.69 -2.28
N: 1.25 2.42 -0.95
C: 1.90 3.11 -0.01
C: 2.98 4.02 -0.20
C: 3.62 4.66 0.86
C: 3.22 4.46 2.18
C: 2.15 3.59 2.41
C: 1.54 2.97 1.36
F: 0.48 2.15 1.64
H: 2.84 -1.50 -2.18
H: 2.63 -0.84 -3.81
H: 1.35 -0.64 -2.62
H: 2.90 0.76 -1.22
H: 4.89 0.38 -3.49
H: 5.00 -0.24 -1.83
H: 5.08 1.51 -2.13
H: 3.42 1.43 -4.85
H: 2.37 3.33 -6.04
H: 0.80 4.80 -4.83
H: -0.09 4.30 -1.23
H: -1.42 4.85 -3.92
H: -2.15 5.10 -2.33
H: -1.74 3.47 -2.87
H: 0.50 6.52 -3.25
H: 1.39 6.21 -1.75
H: -0.30 6.73 -1.69
H: 3.33 4.20 -1.21
H: 4.44 5.32 0.64
H: 3.73 4.95 3.00
H: 1.79 3.39 3.41
F: -7.06 -0.33 -2.08
C: -5.82 -0.82 -1.89
C: -4.83 -0.04 -1.33
F: -5.12 1.23 -0.98
C: -3.56 -0.55 -1.14
F: -2.65 0.27 -0.58
C: -3.19 -1.86 -1.48
S: -1.60 -2.47 -1.28
C: -4.24 -2.61 -2.04
F: -4.02 -3.88 -2.42
C: -5.51 -2.12 -2.24
F: -6.47 -2.90 -2.78
Cl: 2.71 -5.22 0.54
C: 2.24 -3.50 0.48
Cl: 0.90 -3.21 1.63
C: 3.44 -2.50 0.73
O: 4.56 -2.98 0.83
O: 3.04 -1.31 0.73
H: 1.82 -3.33 -0.50


Below is a 9-piece molecular cluster, C81H171N9O9 overall in a non-equilibrium geometry, with properties calculated with ωB97M-V with the def2-TZVPD basis set.

HOMO level (spin up / spin down) in eV: -9.17 / -9.17
Net charge: +1
Orbital gap (spin up / spin down) in eV: 6.5 / 2.5
Expectation value of S²: 0.75
Spin multiplicity: 2

Atoms and positions in Å:
C: 6.46 -1.23 -2.69
C: 5.36 -1.66 -1.69
C: 4.01 -1.92 -2.47
C: 3.82 -3.43 -2.99
C: 4.16 -4.31 -1.73
C: 5.66 -4.17 -1.23
N: 5.93 -2.77 -0.95
O: 7.05 -2.61 -0.10
C: 5.76 -5.11 0.02
C: 6.54 -4.72 -2.30
C: 5.15 -0.50 -0.72
H: 7.38 -0.94 -2.18
H: 6.24 -0.37 -3.33
H: 6.63 -2.05 -3.40
H: 3.16 -1.70 -1.83
H: 3.86 -1.32 -3.37
H: 4.50 -3.65 -3.82
H: 2.77 -3.63 -3.20
H: 4.02 -5.35 -2.01
H: 3.51 -4.11 -0.88
H: 5.03 -4.71 0.72
H: 5.57 -6.12 -0.35
H: 6.68 -5.03 0.59
H: 7.62 -4.69 -2.14
H: 6.40 -5.78 -2.50
H: 6.42 -4.17 -3.23
H: 4.46 -0.84 0.06
H: 4.93 0.44 -1.24
H: 6.12 -0.23 -0.31
H: 6.60 -2.44 0.73
C: 4.62 0.97 5.88
C: 3.76 1.95 6.74
C: 2.41 1.25 7.10
C: 1.64 1.83 8.28
C: 2.60 1.95 9.49
C: 3.93 2.76 9.25
N: 4.58 2.28 7.99
O: 5.89 2.62 7.75
C: 3.57 4.30 9.30
C: 5.04 2.43 10.36
C: 3.49 3.24 5.83
H: 3.96 0.73 5.05
H: 4.75 0.05 6.46
H: 5.55 1.41 5.54
H: 1.68 1.32 6.29
H: 2.60 0.22 7.39
H: 0.73 1.26 8.48
H: 1.23 2.76 7.89
H: 2.88 0.92 9.74
H: 2.09 2.37 10.35
H: 3.04 4.56 10.22
H: 4.50 4.83 9.10
H: 2.92 4.47 8.44
H: 4.54 2.45 11.32
H: 5.45 1.42 10.26
H: 5.91 3.09 10.37
H: 3.41 2.97 4.78
H: 4.40 3.82 5.93
H: 2.56 3.79 6.00
H: 6.43 1.97 8.21
C: -1.24 -7.57 -1.90
C: -0.86 -6.55 -2.97
C: -0.58 -7.26 -4.38
C: -1.87 -7.52 -5.12
C: -2.85 -6.33 -5.13
C: -3.23 -5.68 -3.73
N: -1.88 -5.51 -3.06
O: -1.97 -4.75 -1.84
C: -3.82 -4.32 -4.00
C: -4.24 -6.51 -2.92
C: 0.56 -5.92 -2.65
H: -1.51 -7.14 -0.94
H: -0.41 -8.27 -1.77
H: -2.14 -8.13 -2.17
H: -0.07 -6.60 -5.08
H: -0.01 -8.19 -4.41
H: -2.42 -8.36 -4.70
H: -1.67 -7.88 -6.13
H: -3.86 -6.51 -5.50
H: -2.45 -5.54 -5.76
H: -3.30 -3.72 -4.74
H: -4.83 -4.47 -4.38
H: -4.06 -3.72 -3.12
H: -4.06 -7.57 -3.08
H: -4.09 -6.33 -1.85
H: -5.29 -6.26 -3.08
H: 0.74 -5.07 -3.29
H: 1.41 -6.59 -2.81
H: 0.53 -5.65 -1.59
H: -1.42 -3.98 -2.00
C: 2.92 2.54 -2.46
C: 2.43 3.77 -3.31
C: 1.63 4.78 -2.36
C: 1.49 6.18 -2.74
C: 2.88 6.71 -2.93
C: 3.68 5.98 -4.10
N: 3.60 4.48 -3.90
O: 4.35 3.71 -4.81
C: 3.02 6.54 -5.41
C: 5.12 6.31 -3.77
C: 1.40 3.40 -4.40
H: 2.09 2.00 -2.00
H: 3.57 2.94 -1.69
H: 3.65 1.92 -2.98
H: 0.67 4.30 -2.16
H: 2.05 4.85 -1.35
H: 0.94 6.80 -2.03
H: 0.93 6.29 -3.67
H: 3.39 6.60 -1.97
H: 2.74 7.78 -3.10
H: 1.95 6.37 -5.55
H: 2.98 7.61 -5.56
H: 3.37 5.98 -6.28
H: 5.23 7.37 -4.02
H: 5.37 6.18 -2.72
H: 5.83 5.86 -4.47
H: 0.52 2.89 -4.01
H: 1.90 2.67 -5.04
H: 1.23 4.19 -5.13
H: 3.89 3.92 -5.64
C: 1.12 4.75 2.70
C: 0.39 6.03 2.19
C: -0.64 5.57 1.07
C: -1.65 6.66 0.71
C: -2.37 7.23 1.99
C: -1.49 7.60 3.21
N: -0.48 6.50 3.31
O: 0.36 6.66 4.42
C: -0.97 9.05 3.16
C: -2.35 7.39 4.43
C: 1.32 7.11 1.59
H: 1.53 4.33 1.78
H: 0.42 4.06 3.18
H: 1.97 4.90 3.35
H: -0.16 5.21 0.15
H: -1.15 4.66 1.38
H: -2.39 6.20 0.06
H: -1.09 7.38 0.11
H: -3.06 6.44 2.27
H: -3.05 8.04 1.73
H: -0.46 9.34 4.08
H: -0.34 9.25 2.30
H: -1.87 9.66 3.15
H: -1.76 7.65 5.30
H: -3.29 7.92 4.27
H: -2.61 6.34 4.59
H: 2.07 7.44 2.31
H: 0.89 7.97 1.08
H: 1.95 6.70 0.80
H: 0.06 6.04 5.08
C: -6.00 -5.78 5.41
C: -5.57 -4.97 4.24
C: -4.70 -3.86 5.00
C: -3.79 -3.11 3.98
C: -2.91 -3.93 3.12
C: -3.74 -5.08 2.35
N: -4.69 -5.73 3.34
O: -5.41 -6.84 2.73
C: -4.41 -4.53 1.09
C: -2.62 -6.04 1.94
C: -6.73 -4.32 3.42
H: -5.13 -6.14 5.97
H: -6.52 -6.71 5.19
H: -6.58 -5.17 6.10
H: -5.38 -3.20 5.54
H: -4.02 -4.20 5.78
H: -3.11 -2.39 4.46
H: -4.42 -2.44 3.40
H: -2.14 -4.45 3.69
H: -2.57 -3.22 2.37
H: -5.03 -3.66 1.31
H: -3.63 -4.12 0.44
H: -4.92 -5.20 0.40
H: -2.12 -6.47 2.81
H: -3.06 -6.88 1.40
H: -1.78 -5.56 1.43
H: -6.89 -4.88 2.49
H: -6.57 -3.25 3.27
H: -7.67 -4.46 3.94
H: -4.94 -7.62 3.06
C: 0.65 0.24 -6.12
C: 1.05 -0.75 -7.33
C: 2.56 -1.14 -7.27
C: 2.78 -2.29 -6.29
C: 1.95 -3.49 -6.61
C: 0.44 -3.16 -6.68
N: 0.20 -1.97 -7.48
O: -1.21 -1.78 -7.63
C: -0.11 -4.39 -7.34
C: -0.17 -3.14 -5.30
C: 0.96 0.06 -8.63
H: 1.01 -0.03 -5.13
H: -0.44 0.33 -6.16
H: 0.92 1.28 -6.29
H: 2.90 -1.49 -8.24
H: 3.14 -0.33 -6.84
H: 2.55 -1.95 -5.28
H: 3.79 -2.68 -6.25
H: 2.00 -4.21 -5.79
H: 2.39 -4.00 -7.46
H: 0.12 -4.53 -8.40
H: 0.19 -5.29 -6.81
H: -1.20 -4.41 -7.34
H: -1.08 -2.54 -5.31
H: -0.52 -4.11 -4.96
H: 0.43 -2.76 -4.48
H: 1.27 -0.58 -9.46
H: 1.70 0.85 -8.77
H: -0.04 0.42 -8.88
H: -1.29 -2.18 -8.49
C: 2.21 -0.87 1.94
C: 0.63 -0.53 1.57
C: 0.58 0.98 1.57
C: -0.60 1.53 0.76
C: -0.52 0.99 -0.65
C: -0.64 -0.57 -0.64
N: 0.43 -1.13 0.27
O: 0.52 -2.53 0.14
C: -2.07 -1.07 -0.52
C: -0.11 -0.84 -2.12
C: -0.37 -1.04 2.68
H: 2.62 -0.35 2.81
H: 2.91 -0.52 1.18
H: 2.28 -1.95 2.00
H: 0.61 1.40 2.58
H: 1.44 1.42 1.08
H: -0.55 2.61 0.63
H: -1.51 1.35 1.32
H: 0.32 1.50 -1.12
H: -1.48 1.32 -1.05
H: -2.76 -0.32 -0.89
H: -2.35 -1.97 -1.07
H: -2.18 -1.24 0.55
H: -0.48 -0.17 -2.89
H: 0.97 -0.95 -2.21
H: -0.57 -1.81 -2.31
H: -0.67 -2.09 2.60
H: -1.25 -0.40 2.75
H: 0.08 -0.95 3.67
H: 1.22 -2.60 -0.51
C: -4.64 3.04 -1.01
C: -5.58 2.87 0.18
C: -6.43 1.59 -0.19
C: -7.02 0.86 0.98
C: -5.99 0.55 2.05
C: -5.22 1.81 2.56
N: -4.72 2.58 1.40
O: -3.93 3.66 1.74
C: -6.02 2.64 3.53
C: -3.87 1.30 3.29
C: -6.42 4.16 0.28
H: -5.09 2.82 -1.98
H: -3.77 2.38 -0.92
H: -4.15 4.01 -1.01
H: -7.28 1.91 -0.79
H: -5.96 0.91 -0.91
H: -7.53 -0.05 0.67
H: -7.78 1.52 1.37
H: -5.33 -0.24 1.67
H: -6.50 0.08 2.90
H: -6.55 2.00 4.23
H: -5.47 3.35 4.15
H: -6.69 3.24 2.90
H: -3.33 0.76 2.52
H: -3.20 1.97 3.82
H: -4.07 0.52 4.02
H: -6.99 4.21 1.20
H: -7.10 4.22 -0.58
H: -5.74 5.01 0.23
H: -3.05 3.37 1.49


Below is an isolated molecule of C4H11NO in a non-equilibrium geometry, with properties calculated with ωB97M-V with the def2-TZVPD basis set.

HOMO level in eV: -9.55
SMILES: C[C@H](N)CCO
Net charge: 0
Orbital gap in eV: 10.5
Spin multiplicity: 1

Atoms and positions in Å:
C: -1.28 1.06 1.56
C: -0.14 0.18 1.09
C: -0.41 -0.15 -0.36
C: 0.64 -1.03 -1.04
O: 0.26 -1.20 -2.47
N: 1.13 0.96 1.18
H: -2.00 0.51 2.17
H: -1.92 1.53 0.73
H: -0.92 1.88 2.21
H: 0.04 -0.72 1.70
H: -1.30 -0.79 -0.33
H: -0.54 0.63 -1.11
H: 1.68 -0.69 -1.05
H: 0.60 -2.06 -0.63
H: -0.63 -0.82 -2.52
H: 0.96 1.86 0.73
H: 1.33 1.32 2.13


Let's list energy above the lowest of the compared OMol25 structures with the same formula, charge and spin in order: 0.0, 3.1, 25.9, 33.5 kcal/mol.
Let's list energy in order: -109809.051, -85748.086, -118584.991, -7863.102 eV.